Entry 1:
Entry from the OMol25 dataset: a 7-piece molecular cluster, C38H96N6O13 overall (ωB97M-V with the def2-TZVPD basis set).

Each line ends with the Löwdin charge.
Atoms and positions in Å:
H: 20.9256 6.9652 -7.5601  0.110
H: 20.5413 -7.2732 -8.8082  0.079
H: 18.2172 -0.7379 -8.8067  0.116
H: 21.0106 -1.0881 -15.8911  0.099
C: 13.1908 -9.9301 -8.2981  -0.100
H: 28.6872 0.2715 -17.1701  0.113
H: 22.4380 7.2141 -8.4739  0.111
O: 27.7084 -0.1702 -21.1426  -0.197
H: 24.0981 -4.6225 -21.1467  0.080
C: 24.8093 -6.7508 -14.6445  -0.203
H: 13.9554 -8.1009 -6.5982  0.128
C: 27.9385 -0.3462 -19.7686  -0.224
H: 23.5453 -9.0312 -14.8628  0.082
H: 17.4877 1.1733 -17.2468  0.086
O: 19.2812 -7.6305 -7.1045  -0.196
H: 19.9935 -0.6100 -17.9966  0.107
C: 24.5039 -5.6340 -21.1282  -0.100
H: 24.2648 -6.5549 -17.1509  0.110
H: 21.7246 -1.9786 -10.8865  0.104
C: 20.9488 -1.1188 -17.8674  -0.224
N: 26.1426 -5.6120 -16.4848  -0.043
H: 17.3242 -7.9409 -5.3329  0.109
N: 21.5867 -0.7364 -16.6424  -0.051
C: 25.2598 -5.5084 -18.7943  -0.201
O: 16.6162 -0.8428 -7.5860  -0.183
H: 12.6035 -10.7802 -7.9508  0.083
H: 17.3571 -3.8370 -12.2762  0.107
H: 26.3903 0.2443 -15.0957  0.116
H: 17.9584 2.9166 -17.0317  0.085
H: 22.3504 -1.8323 -12.5448  0.112
O: 20.3460 -1.3937 -12.3855  -0.067
H: 15.3157 -6.4275 -12.5950  0.082
H: 25.7585 -7.2215 -17.7314  0.112
C: 16.2776 -3.7018 -12.2097  -0.245
H: 26.1283 -5.2092 -14.4598  0.109
O: 19.5367 1.7533 -17.5962  -0.208
H: 28.1591 -1.4068 -19.6483  0.123
O: 28.3340 0.7370 -14.5078  -0.183
H: 14.9296 -2.3010 -11.4469  0.118
H: 15.9962 -3.8724 -13.2488  0.120
C: 22.5554 4.6267 -7.9588  -0.195
H: 27.3885 0.1169 -12.7744  0.085
H: 13.2408 -9.8923 -9.3863  0.083
H: 16.0919 -9.9667 -5.7589  0.124
H: 19.6392 -1.6557 -11.7910  0.070
H: 25.4977 9.2701 -5.9619  0.087
C: 22.8856 -8.1858 -14.6673  -0.113
C: 21.5645 0.7401 -16.5144  -0.182
O: 23.4116 -6.9169 -15.0647  -0.219
C: 25.1231 3.8422 -6.3959  -0.086
N: 26.6043 -0.2117 -17.5988  -0.093
H: 19.5953 0.5926 -15.8334  0.118
H: 15.3191 -0.6573 -9.7567  0.121
H: 25.8141 -0.2403 -19.5628  0.118
H: 22.4880 2.4541 -7.8208  0.113
H: 24.3281 9.1425 -4.6756  0.085
H: 27.4111 1.5307 -17.0236  0.112
H: 20.5735 -3.0514 -18.9142  0.116
C: 16.3871 -0.7054 -9.9692  -0.210
H: 26.2777 -5.4879 -19.1836  0.116
C: 17.2089 -0.3331 -8.7191  -0.269
C: 22.4266 8.1113 -6.4582  -0.156
H: 26.1816 3.5821 -6.3926  0.087
H: 23.9707 10.1641 -6.1107  0.084
H: 16.6286 0.0304 -10.7363  0.116
O: 19.6345 -3.0779 -17.1836  -0.201
O: 14.4760 -9.7344 -7.6546  -0.191
H: 25.3604 -7.6092 -15.0288  0.124
H: 26.2332 -4.6904 -16.8880  0.085
O: 15.7546 -4.6764 -11.3206  -0.186
C: 25.3826 -5.4930 -15.2024  -0.206
N: 16.5015 -7.9918 -5.9166  -0.059
H: 18.1002 -7.0469 -8.7878  0.106
C: 21.2220 -3.5854 -12.0645  -0.091
H: 24.8653 -6.7044 -13.5570  0.120
O: 24.3264 -6.0631 -19.7608  -0.204
C: 16.9200 -7.9971 -7.3055  -0.216
H: 28.8460 0.2092 -19.5317  0.105
H: 25.6489 -0.1146 -17.2861  0.105
C: 18.1431 1.9841 -17.5650  -0.114
H: 22.0763 1.1348 -15.6366  0.104
H: 21.4528 -0.8461 -18.7946  0.124
C: 19.4162 -4.5029 -17.0989  -0.080
C: 27.4316 0.0177 -15.3249  -0.205
H: 28.3830 0.6316 -22.8262  0.083
C: 28.3789 0.2022 -13.2216  -0.139
C: 17.4643 -1.0745 -6.3838  -0.053
C: 15.9606 -6.0552 -11.7990  -0.078
H: 21.9969 7.8936 -5.4804  0.116
H: 26.5520 1.1782 -19.1684  0.109
H: 25.5118 -5.6197 -21.5428  0.080
H: 22.5312 3.2301 -6.2886  0.114
O: 23.9020 8.1392 -6.4350  -0.214
C: 20.7501 -2.6510 -17.9159  -0.233
C: 18.0948 -7.0371 -7.6978  -0.178
H: 21.0940 -3.8141 -13.1225  0.067
H: 17.8623 2.1017 -18.6116  0.085
H: 22.0860 -4.1653 -11.7400  0.065
C: 25.2774 -6.2847 -17.4503  -0.216
N: 22.5130 5.7042 -6.9930  -0.088
H: 18.4901 -4.6690 -16.5485  0.083
H: 16.9091 -1.5622 -5.5825  0.081
C: 20.5070 -7.1923 -7.7218  -0.111
H: 24.7964 3.6499 -5.3740  0.090
C: 16.0067 -2.3375 -11.6101  -0.222
H: 23.2553 4.7644 -8.7829  0.116
C: 14.3089 -9.1094 -6.3835  -0.252
C: 24.4276 9.2400 -5.7566  -0.135
H: 16.2341 -1.6221 -12.4004  0.120
C: 28.8365 0.1658 -21.9513  -0.105
H: 29.4214 -0.6688 -22.3379  0.080
H: 21.3102 -7.7857 -7.2849  0.081
H: 20.3694 -3.9168 -11.4718  0.065
H: 15.7723 -6.7152 -10.9523  0.070
H: 24.6542 -4.6830 -15.2399  0.124
H: 12.5023 -9.0981 -8.1506  0.075
H: 19.3615 -4.9846 -18.0752  0.080
H: 27.5910 -1.0606 -15.3262  0.118
H: 15.2615 -8.9706 -4.5500  0.124
H: 16.0713 -7.6704 -7.9063  0.104
C: 27.6746 0.4906 -16.8315  -0.146
H: 16.3961 -2.6635 -9.6551  0.108
H: 28.9335 -0.7314 -13.1268  0.088
H: 20.2675 -4.9494 -16.5852  0.080
C: 22.0136 6.9828 -7.4969  -0.191
C: 22.9854 3.2586 -7.2791  -0.229
N: 16.7619 -2.0606 -10.3781  -0.042
H: 13.5501 -9.6365 -5.8052  0.123
H: 22.0240 1.2325 -17.3714  0.113
H: 24.9827 -4.4590 -18.6937  0.114
H: 17.1643 -8.9734 -7.7241  0.118
H: 18.2570 -1.8055 -6.5431  0.073
H: 20.8229 -6.1717 -7.5057  0.076
C: 15.5481 -9.0356 -5.5997  -0.227
H: 25.0710 4.9122 -6.5974  0.073
H: 21.7107 -3.0525 -17.5932  0.115
H: 28.8604 0.9488 -12.5901  0.086
C: 20.1325 1.3781 -16.3649  -0.214
H: 17.9470 -6.0083 -7.3694  0.118
H: 21.5401 4.5835 -8.3530  0.112
H: 20.1818 2.2733 -15.7449  0.115
C: 21.4719 -2.0658 -11.9433  -0.343
H: 29.5392 0.8969 -21.5517  0.083
H: 22.0219 9.0683 -6.7874  0.108
H: 22.6063 -8.1149 -13.6160  0.083
H: 23.4133 5.8844 -6.5722  0.068
O: 24.3562 3.0663 -7.3224  -0.179
H: 23.9098 -6.2732 -21.7814  0.081
H: 18.0013 -0.1890 -6.0439  0.080
C: 26.6776 0.1091 -18.9969  -0.230
H: 17.2543 0.7544 -8.7777  0.113
H: 21.9977 -8.4854 -15.2240  0.081
H: 17.0045 -6.3082 -11.9844  0.080

## Properties
Orbital gap: 8.9 eV
SMILES: COCCNCCOC.COCCNCCOC.COCCNCCOC.COCCNCCOC.COCCNCCOC.COCCNCCOC.CCO
Energy above the lowest of the compared OMol25 structures with the same formula, charge and spin: 54.9 kcal per mole
Total energy: -2811.6389 Eh

***

Entry 2:
Entry from the OMol25 dataset: C38H97F6N10O24S6Y as an isolated structure (ωB97M-V with the def2-TZVPD basis set).

Each line ends with the Löwdin charge.
Atoms and positions in Å:
H: -6.5298 2.8338 0.8695  0.108
O: -4.4407 -6.4062 2.2467  -0.185
H: -3.8959 2.6730 -0.7040  0.110
H: 1.4282 -0.9467 3.0651  0.106
O: 4.9259 6.0800 -2.0278  -0.206
C: 5.5910 1.6973 4.2092  -0.125
H: 1.2571 -2.0105 -3.9047  0.100
H: 3.8132 7.3190 -3.1864  0.099
C: 0.5491 -5.6963 3.9100  -0.105
H: 3.3146 7.1762 -1.4445  0.099
H: 6.1324 4.1290 -1.7048  0.112
H: -5.2940 3.7768 -0.9508  0.129
H: -7.0160 1.6289 2.6721  0.128
N: 3.5840 -0.0079 -4.2886  -0.370
H: -0.2606 0.2413 6.9187  0.152
H: 5.4468 0.6405 4.4661  0.086
H: 2.6727 0.4483 3.2087  0.126
H: -5.6883 -4.4324 -0.7401  0.122
O: 5.1076 -1.8536 -5.0501  -0.235
C: 2.6138 -1.3869 -0.9348  -0.169
H: 0.4882 0.9837 4.1217  0.142
O: 3.7778 4.4376 -5.3770  -0.230
H: -4.5351 1.9372 2.1606  0.110
F: -1.3061 -0.9590 -5.9408  -0.120
S: -1.6925 1.5216 -4.0551  0.549
H: -0.9053 -5.5198 -3.1599  0.067
H: -4.3059 -4.6596 3.2040  0.114
C: 3.8110 0.5845 -0.1776  -0.016
C: -3.3852 5.0611 0.3746  -0.082
H: -9.4957 -1.3102 1.7346  0.084
H: 2.9030 4.1178 -7.1742  0.125
C: -0.1635 -1.9009 -2.4689  -0.181
C: -9.0284 -0.8709 0.8307  -0.129
O: -8.1930 0.1669 1.2515  -0.223
C: 1.5894 3.5987 -5.6273  -0.269
O: 6.0036 1.7034 2.8569  -0.231
O: 1.1911 4.9946 -1.6963  -0.241
H: -2.2997 5.0216 0.6646  0.087
C: -1.5561 -1.8490 1.7508  -0.044
H: -1.4174 -1.2753 0.8131  0.061
H: 4.6927 2.1951 4.3387  0.050
C: -1.4566 -3.2302 8.2253  -0.117
H: -7.4014 -0.9332 2.8416  0.124
O: -1.2138 1.2284 -6.7381  -0.227
C: -4.7266 3.1828 -0.1905  -0.234
C: -3.1902 -0.7560 -1.1715  -0.079
H: -0.5915 -3.7353 8.7023  0.093
F: 5.5896 1.4985 -4.5091  -0.080
H: 7.1503 3.3785 2.8978  0.140
C: -5.0530 -5.3623 2.8280  -0.307
O: -4.2352 3.9952 0.7927  -0.195
C: 6.7320 2.7710 0.7994  -0.187
N: 1.1786 -1.5253 -2.9901  -0.094
C: -5.5281 -3.4323 -0.3450  -0.189
N: -0.3046 0.7397 -4.5291  -0.390
C: -6.2430 0.8428 2.4738  -0.195
C: -3.8365 -7.3236 3.1765  -0.087
C: 3.0751 3.5681 -6.2300  -0.153
H: 2.7685 -2.7856 3.0174  0.071
H: 3.5493 2.5894 -6.4663  0.123
C: -0.2200 -5.2501 -3.9401  -0.106
O: 4.2140 -0.1207 -6.5428  -0.216
H: 0.0151 -3.9148 -1.7802  0.115
H: -2.3767 -4.1912 0.8237  0.060
S: 1.3147 4.1090 -0.5978  0.442
H: 4.8068 6.1583 0.0293  0.111
H: -5.2156 -2.8244 1.5241  0.070
F: 0.2676 0.4479 -0.7976  -0.218
H: -3.1526 -6.8692 3.9547  0.094
H: -2.2697 -1.3520 -1.2152  0.057
H: -3.6624 -3.3141 -1.3557  0.089
H: -3.2635 -8.0660 2.5941  0.087
H: -0.2247 -3.1834 3.8622  0.105
H: -2.5022 -1.1862 7.0381  0.141
H: -4.6782 -7.8563 3.6837  0.093
H: -9.7915 -0.3463 0.1685  0.112
H: -0.9599 -1.4106 -3.0937  0.117
H: 1.5394 5.7967 -5.2717  0.094
H: 0.8777 2.9453 -6.1305  0.104
H: 0.8597 5.3987 -6.8235  0.079
F: 2.7690 -1.8471 -5.5683  -0.122
H: 1.5931 -6.0542 4.0545  0.094
N: 0.2220 -0.7980 5.0851  -0.077
H: -0.3141 -1.5874 -1.4836  0.062
H: -3.4879 -0.3113 -2.1271  0.077
H: 5.6178 3.7217 -4.8442  0.087
O: 3.9640 1.8488 -2.7941  -0.336
N: -1.3661 -4.0535 0.7051  0.057
H: -0.9543 -4.9852 0.8813  0.080
C: -4.5001 -2.7001 -1.1487  -0.238
N: -5.1653 1.3767 1.5787  -0.048
F: 2.7521 4.1775 -0.2134  -0.099
C: -0.5075 -3.8300 3.0136  -0.183
H: -3.6759 5.9651 0.8774  0.068
H: -0.0169 4.9475 -5.3719  0.063
H: -1.5510 -3.5231 -2.6475  0.111
H: -6.5015 -5.3555 1.2699  0.129
N: 1.5807 3.1840 -4.1010  -0.024
N: 6.8410 4.1209 0.2623  -0.073
H: -0.6531 -5.4057 -4.9813  0.109
O: 0.1030 -3.8674 -3.8664  -0.198
C: 2.3077 -2.1413 -2.2479  -0.155
O: 5.6059 0.0343 -2.7521  -0.191
H: -5.7927 -5.6086 3.6077  0.121
O: 0.8972 0.0063 -6.4560  -0.263
O: -0.7105 -2.3118 7.4170  -0.218
H: -2.0281 -4.0255 7.6608  0.096
C: -5.9076 -4.5765 1.7941  -0.206
C: -1.5227 -1.4855 6.5181  -0.202
H: -6.6816 -4.0242 2.4013  0.122
C: 0.9596 5.0141 -5.8216  -0.039
S: -0.4297 0.3206 -6.0276  0.419
H: 2.2500 3.8376 -3.7153  0.064
H: -2.6420 -2.1024 1.9976  0.105
C: -0.7535 -3.1097 1.6454  -0.428
H: 3.5510 1.6319 -0.2318  0.056
H: 0.8275 -1.5376 5.4791  0.128
H: 4.8440 0.3547 -0.3936  0.079
H: 5.7048 4.7401 -6.4307  0.115
O: 1.0035 1.4810 1.2879  -0.235
H: 4.6726 8.1555 -1.9036  0.062
Y: 1.7354 1.0020 -3.1351  1.618
N: 1.1943 2.5374 -1.0401  -0.340
C: 4.1935 7.2576 -2.1441  -0.123
H: 4.0045 -3.0190 4.2161  0.083
H: 7.6615 2.2190 0.8670  0.122
C: 2.1063 -0.3910 3.7088  -0.240
S: 0.3308 1.7700 0.0479  0.502
H: 3.4407 0.1394 0.8012  0.110
H: 1.6154 0.7512 5.4656  0.100
H: -3.4657 5.2157 -0.7352  0.101
O: 2.9728 -0.0291 -1.2570  -0.366
C: 1.1389 0.2469 4.6851  -0.199
C: -0.4826 -3.3928 -2.6266  -0.196
H: 3.4721 -1.8589 -0.3702  0.155
H: -2.9883 0.0502 -0.5056  0.067
H: -8.3989 -1.6808 0.3360  0.085
H: -2.0836 -2.7370 8.9483  0.072
F: -1.2925 1.4530 -2.5142  -0.205
C: 5.8844 4.4676 -0.7296  -0.236
C: -5.7083 2.1990 0.5532  -0.222
O: -1.0786 2.0754 -0.0374  -0.257
H: -1.8287 -2.0978 5.6671  0.108
H: 4.9053 3.9155 -0.5032  0.121
C: -0.6991 -0.3466 6.0268  -0.273
C: 5.1877 4.6116 -5.4160  -0.069
H: -6.1917 1.5011 -0.1436  0.118
H: 5.2825 5.5110 -4.8597  0.063
C: 5.5175 5.9040 -0.7276  -0.200
H: 2.1021 -3.1740 -1.9073  0.134
O: -4.1093 -1.5609 -0.4081  -0.197
O: 0.4661 -4.8636 2.7582  -0.213
O: 2.9055 -1.3084 4.3969  -0.179
H: 0.2377 -5.1632 4.8165  0.082
H: -5.7659 0.5668 3.4363  0.122
H: 0.7108 3.5660 -3.7047  0.058
H: 3.2333 -2.1929 -2.8316  0.113
S: 4.7178 0.8261 -3.4799  0.472
H: 0.2372 -2.8534 1.2124  0.122
N: -5.0654 -3.6783 1.0369  -0.042
H: -1.4486 -4.3166 3.2906  0.113
H: 6.3584 2.1355 4.9056  0.099
H: -1.3065 0.3535 5.4917  0.114
H: 7.8120 4.2680 -0.0429  0.131
C: 6.2826 3.0309 2.2329  -0.164
H: 1.7502 -1.3734 -0.2819  0.103
H: -6.4349 -2.7804 -0.3538  0.109
O: 0.5295 4.4109 0.5343  -0.232
C: 3.5250 -2.2749 3.5981  -0.108
H: 4.3255 -1.9483 2.8772  0.098
O: -1.6213 2.8848 -4.4116  -0.225
C: -7.0428 -0.3179 1.9822  -0.225
O: -2.8981 0.7635 -4.0759  -0.228
H: -1.2265 -1.2004 2.5471  0.060
H: -4.9365 -2.3184 -2.1342  0.149
S: 4.0478 -0.9771 -5.4671  0.476
H: -0.1046 -6.5499 3.7060  0.081
H: 6.4009 6.5719 -0.5834  0.139
H: 0.6690 -5.9579 -3.8417  0.105
H: 5.4946 3.7369 2.3381  0.103
H: 5.9397 2.1882 0.2809  0.100
H: -6.4397 -1.0072 1.3259  0.112

## Properties
Orbital gap: 8.9 eV
Total energy: -6885.8182 Eh

***

For reference, HOMO by record: -8.5; -8.5 eV.